Entry from OMol25: a single C7H15N2O3P molecule in a non-equilibrium geometry (wB97M-V/def2-TZVPD).

The geometry in XYZ format:
```
28
Properties=species:S:1:pos:R:3:forces:R:3
C 0.027 -2.149 0.108 -0.125 0.997 0.637
C 1.798 0.844 1.172 1.127 0.482 -0.599
C -1.972 -3.410 0.626 -0.231 2.456 0.538
C -2.234 -1.730 -1.036 0.425 -0.522 -1.886
C 0.918 2.640 -0.121 -0.614 0.805 -2.143
C 3.328 2.371 0.000 2.288 0.359 1.080
C 0.824 -1.087 -0.248 0.169 -1.255 -1.351
N -1.294 -2.332 -0.149 0.117 -1.520 2.414
N 2.042 1.899 0.379 -1.636 -1.589 3.026
O 3.170 -0.320 -1.122 0.395 1.240 -1.402
O 2.679 -0.045 1.409 -0.588 0.790 0.359
O 3.371 -2.357 0.350 0.322 -2.533 1.339
P 2.637 -1.226 -0.120 -1.587 1.975 -0.441
H 0.350 -2.939 0.846 0.292 1.055 -1.120
H 0.773 0.734 1.566 0.445 0.224 -0.261
H -2.718 -2.925 1.310 -0.335 -0.523 -1.282
H -1.433 -3.915 1.387 1.552 -0.432 0.104
H -2.277 -4.084 -0.125 -1.290 -1.114 -0.312
H -2.611 -2.616 -1.637 0.212 1.270 -0.011
H -1.728 -0.979 -1.695 -0.652 -0.666 0.542
H -3.138 -1.337 -0.559 0.412 0.306 0.266
H -0.114 2.267 0.226 1.836 0.398 -0.410
H 1.039 2.441 -1.291 -0.845 0.950 2.216
H 1.056 3.747 0.138 -0.405 -1.489 -0.598
H 4.205 1.951 0.629 -1.832 0.295 -1.063
H 3.357 3.472 0.134 -0.158 -0.509 -0.107
H 3.468 2.123 -1.027 0.486 -0.170 -0.792
H 0.526 -0.313 -1.038 0.219 -1.279 1.255
```
Forces are in eV/Å.

- E_LUMO (eV) = 0.3160
- total charge = 0
- ΔE to the lowest compared entry with this formula, charge and spin (eV) = 0.1549
- E (eV) = -25912.8153